C29H33N8NiO5S | ωB97M-V with the def2-TZVPD basis set

- E_tot (eV) = -104621.0359
- total charge = +3
- 2S+1 = 3
- max |F| (eV/Å) = 4.42
- ΔE to the lowest compared entry with this formula, charge and spin (eV) = 2.601
- orbital gap (spin up / spin down) (eV) = 5.0 / 3.6

Last column: Mulliken charge in e.
Element x y z (Å)
Ni 1.078 -0.242 -0.728  0.174
S -0.499 3.864 -1.835  -0.150
O 4.416 -0.564 0.154  -0.554
O 1.026 -1.699 -5.557  -0.451
O -5.517 -2.379 -0.433  -0.628
O -0.194 -1.192 -3.670  -0.548
O 4.800 -2.356 -1.115  -0.461
N 0.153 -1.974 -0.694  0.598
N 1.666 -0.581 1.228  -0.258
N -3.731 -1.753 0.956  0.057
N 2.886 1.062 4.498  -0.321
N 0.903 1.673 -1.235  0.534
N 2.534 -0.864 -2.473  0.478
N -3.394 -2.657 -1.242  -0.112
N -1.248 1.281 -2.251  -0.243
C 4.482 0.494 -2.905  -0.364
C -1.419 -4.172 -1.610  -0.740
C -1.216 -1.918 -0.703  -0.942
C 2.615 -0.112 3.512  -0.761
C 2.061 0.473 2.210  -0.679
C -4.275 -2.291 -0.195  0.200
C -5.954 0.365 3.794  0.882
C -5.571 -0.201 1.450  -0.406
C -6.763 1.105 4.805  -1.382
C 0.697 -3.110 -1.121  -0.149
C -6.298 0.480 2.423  -0.812
C -4.083 -1.057 3.250  -0.553
C 2.921 0.114 -4.662  -0.326
C 4.114 0.734 -4.197  -0.914
C 0.896 -1.223 -4.264  -0.107
C 3.044 2.758 -0.284  -0.066
C 1.098 4.008 -1.081  0.520
C 1.696 2.787 -0.790  -0.030
C -4.930 -0.516 4.190  -0.884
C 1.866 5.226 -1.041  -0.341
C 3.762 3.949 -0.333  -1.267
C -4.442 -0.995 1.877  0.726
C 4.359 -1.082 -0.958  -0.179
C -0.205 2.082 -1.819  0.406
C -2.025 -2.971 -1.151  0.226
C 3.117 5.196 -0.540  -0.518
C 2.198 -0.639 -3.776  0.576
C 3.782 -0.472 -2.149  0.400
C -0.033 -4.211 -1.492  -1.087
H 4.682 1.384 -4.883  0.488
H 1.385 6.211 -1.353  0.334
H -3.214 -1.592 3.565  0.332
H 1.111 -1.271 1.713  0.369
H 3.283 0.665 5.394  0.407
H -4.021 -3.117 -1.897  0.297
H 3.525 1.711 4.066  0.337
H 0.513 -5.115 -1.658  0.525
H -7.774 0.822 4.889  0.337
H 1.769 -3.155 -1.283  0.362
H 1.864 -0.735 4.088  0.434
H 2.020 1.586 4.768  0.366
H 3.652 6.104 -0.209  0.405
H -4.687 -0.628 5.252  0.293
H 4.761 4.037 0.062  0.438
H -1.910 -5.123 -1.815  0.531
H 4.583 -2.793 -1.980  0.423
H 1.204 1.107 2.501  0.467
H 0.143 -2.077 -5.688  0.416
H -7.144 1.117 2.139  0.393
H 2.564 0.306 -5.685  0.508
H 3.534 -0.647 3.373  0.435
H 2.940 1.071 1.855  0.183
H -2.068 1.752 -2.547  0.302
H -1.085 0.352 -2.705  0.045
H -1.658 -0.993 -0.499  1.204
H 2.559 -1.048 0.914  0.339
H -6.815 2.236 4.623  0.323
H 3.561 1.836 0.012  0.513
H -2.861 -2.105 1.346  0.230
H -5.857 -0.378 0.411  0.425
H 5.343 1.018 -2.562  0.621
H -6.272 1.041 5.748  0.370